No. 1
A structure of composition C21H39BrN6O3SeSi2TeZr, computed with ωB97M-V/def2-TZVPD.

```
75
Properties=species:S:1:pos:R:3:mulliken_charge:R:1
Zr -0.173 -0.894 1.351 -0.67
C -0.799 4.810 -2.552 -0.70
O -1.753 5.004 -1.527 -0.51
C -1.783 4.061 -0.541 1.39
C -2.679 4.318 0.515 -1.23
C -2.749 3.416 1.542 -1.08
C -1.980 2.237 1.577 0.57
C -2.057 1.319 2.719 0.59
C -2.887 1.582 3.942 -1.74
O -1.470 0.230 2.703 -0.17
C -1.091 1.985 0.499 -0.06
O -0.331 0.941 0.418 1.65
C -1.007 2.930 -0.555 -0.27
H -0.865 5.685 -3.193 0.26
H -1.021 3.909 -3.131 0.27
H 0.209 4.725 -2.138 0.28
H -3.275 5.220 0.499 0.43
H -3.428 3.624 2.357 0.19
H -3.455 2.505 3.946 0.45
H -2.211 1.572 4.798 0.31
H -3.550 0.715 4.019 0.28
H -0.311 2.697 -1.348 -0.21
C -4.498 -1.906 -1.585 -1.06
N -3.282 -1.196 -2.011 -0.06
C -3.559 0.208 -2.239 -0.83
C -2.127 -1.406 -1.203 -0.61
N -2.054 -1.028 0.092 -0.02
N -1.588 -2.704 -1.486 0.09
C -0.742 -3.426 -0.723 0.47
N -0.330 -4.629 -1.313 -0.65
N -0.343 -3.049 0.439 0.02
H -5.233 -1.849 -2.395 0.36
H -4.931 -1.497 -0.667 0.25
H -4.261 -2.951 -1.387 0.30
H -4.296 0.319 -3.041 0.37
H -2.635 0.715 -2.522 0.20
H -3.970 0.717 -1.350 0.31
H -2.604 -0.184 0.206 0.05
H -1.635 -2.941 -2.461 0.37
H -1.076 -5.089 -1.816 0.25
H 0.084 -5.256 -0.641 0.25
H 0.257 -3.713 0.909 -0.15
Se 1.513 2.939 4.410 -0.35
C 1.321 1.491 3.318 -0.13
N 1.170 0.579 2.617 -0.27
Te -3.189 -2.296 1.917 -0.56
Br 0.495 -2.393 3.500 -0.52
C 3.884 -1.036 2.473 -0.94
Si 3.330 -1.909 0.916 0.34
C 4.945 -2.050 -0.081 -1.33
C 2.964 -3.722 1.287 -0.99
C 1.887 -1.167 0.016 0.83
Si 2.203 0.267 -1.107 0.47
C 2.545 1.899 -0.245 -0.79
C 3.702 0.094 -2.277 -1.30
C 0.843 0.420 -2.407 -0.73
H 4.852 -1.447 2.779 0.42
H 3.162 -1.159 3.278 0.23
H 4.005 0.037 2.305 0.27
H 5.601 -2.745 0.454 0.33
H 5.469 -1.095 -0.159 0.28
H 4.794 -2.432 -1.092 0.31
H 3.862 -4.219 1.668 0.35
H 2.668 -4.233 0.364 0.19
H 2.172 -3.827 2.029 0.22
H 1.611 -1.966 -0.694 -0.31
H 3.571 1.893 0.139 0.34
H 1.882 2.113 0.590 0.05
H 2.476 2.714 -0.975 0.31
H 4.664 0.277 -1.798 0.31
H 3.582 0.829 -3.082 0.34
H 3.741 -0.898 -2.736 0.26
H -0.172 0.292 -2.029 -0.28
H 1.021 -0.361 -3.157 0.43
H 0.915 1.383 -2.928 0.31
```

Results
Charge ... -2
Highest occupied orbital energy ... 0.002 hartree
Strongest force on any atom ... 1.467 eV Å⁻¹
Orbital gap ... 4.19 eV
E_LUMO ... 4.2 eV



No. 2
A cluster of 2 separate species, C6H15N3O4 in total, computed with ωB97M-V/def2-TZVPD.

```
28
Properties=species:S:1:pos:R:3:mulliken_charge:R:1
C -0.972 -0.942 -1.706 -0.96
C -1.322 0.148 -0.756 1.17
C -0.369 1.359 -0.509 -0.74
C 0.538 1.199 0.722 0.00
C 1.554 0.111 0.628 -0.06
C 2.482 0.553 -0.482 -0.26
H -0.805 -1.996 1.708 0.20
H 0.580 -2.111 2.529 0.22
H -0.820 -2.101 3.371 0.23
H -2.136 -2.325 -1.211 0.39
H 0.110 -0.910 -2.055 0.30
H -1.555 -0.773 -2.660 0.42
H -2.490 0.914 0.393 0.33
H 0.207 1.408 -1.441 0.40
H -1.768 2.565 0.297 0.43
H 1.074 2.133 0.984 0.37
H -0.291 0.196 2.259 0.48
H 2.083 -0.208 1.534 0.42
H 1.394 -1.373 -0.635 0.26
H 2.940 1.550 -0.273 0.37
H 2.955 0.146 -2.237 0.25
N -0.359 -1.685 2.581 -0.72
N -2.475 0.127 -0.239 -0.78
N 2.798 -0.305 -1.342 -0.51
O -1.131 -2.272 -1.264 -0.52
O -1.182 2.550 -0.488 -0.58
O -0.352 1.097 1.854 -0.57
O 1.078 -1.205 0.279 -0.53
```

Results
Highest occupied orbital energy ... -0.358 hartree
Strongest force on any atom ... 3.343 eV Å⁻¹
Orbital gap ... 10.29 eV
Structure (SMILES) ... [H]/N=C(/CO)[C@@H](O)[C@@H](O)[C@@H](O)/C=N/[H].N
E_LUMO ... 0.6 eV



No. 3
A structure of composition C8H27AgN9O5, computed with ωB97M-V/def2-TZVPD.

```
50
Properties=species:S:1:pos:R:3:mulliken_charge:R:1
Ag 6.684 -9.095 21.272 1.27
C 5.920 -6.441 24.781 -1.50
C 5.922 -7.064 23.341 0.51
C 6.644 -6.126 22.338 -0.86
O 6.545 -6.663 21.065 -0.16
C 6.808 -5.783 19.909 -0.97
N 6.752 -8.282 23.440 -0.43
H 6.903 -6.220 25.197 0.35
H 5.363 -7.118 25.429 0.42
H 5.399 -5.492 24.656 0.42
H 4.884 -7.189 23.032 0.06
H 7.711 -6.092 22.557 0.32
H 6.281 -5.110 22.491 0.43
H 7.294 -6.348 19.113 0.24
H 7.485 -4.960 20.139 0.43
H 5.910 -5.251 19.596 0.30
H 6.350 -8.918 24.114 0.22
H 7.624 -7.953 23.828 0.13
C 10.267 -8.352 21.944 0.57
O 9.177 -8.754 21.544 -0.61
N 10.649 -8.288 23.184 -0.37
N 11.170 -7.845 21.123 -0.45
H 10.053 -8.652 23.914 0.23
H 11.544 -7.940 23.498 0.15
H 11.830 -7.227 21.573 0.17
H 10.949 -7.822 20.138 0.24
C 5.468 -8.826 18.179 0.75
O 6.521 -8.847 18.814 -0.76
N 4.356 -9.212 18.705 -0.26
N 5.426 -8.387 16.963 -0.42
H 4.471 -9.422 19.686 0.29
H 3.496 -9.156 18.179 0.16
H 6.342 -8.265 16.556 0.28
H 4.550 -8.318 16.465 0.15
C 3.350 -10.303 21.868 0.50
O 4.308 -9.956 21.235 -0.85
N 2.941 -11.547 22.088 -0.42
N 2.564 -9.445 22.485 -0.42
H 2.112 -11.736 22.634 0.16
H 3.411 -12.220 21.499 0.27
H 1.650 -9.708 22.825 0.19
H 2.632 -8.467 22.243 0.25
C 6.837 -12.602 22.613 0.56
O 6.810 -11.652 21.808 -0.48
N 7.459 -13.790 22.443 -0.46
N 6.252 -12.572 23.809 -0.38
H 7.936 -13.855 21.555 0.25
H 7.569 -14.453 23.197 0.16
H 5.763 -11.725 24.062 0.22
H 6.388 -13.360 24.427 0.15
```

Results
Charge ... +1
Highest occupied orbital energy ... -0.386 hartree
Strongest force on any atom ... 4.620 eV Å⁻¹
Orbital gap ... 8.63 eV
E_LUMO ... -1.9 eV